{
  "formula": "C39H53N5P2Pb",
  "method": "wB97M-V/def2-TZVPD",
  "species": ["Pb", "C", "C", "C", "C", "C", "C", "C", "C", "C", "H", "H", "H", "H", "H", "H", "H", "H", "H", "H", "H", "H", "H", "H", "H", "P", "P", "N", "N", "N", "N", "C", "C", "C", "C", "C", "C", "C", "C", "C", "C", "C", "C", "C", "C", "C", "C", "C", "C", "H", "H", "H", "H", "H", "H", "H", "H", "H", "H", "H", "H", "H", "H", "H", "H", "H", "H", "H", "H", "C", "C", "C", "C", "C", "C", "C", "C", "N", "C", "C", "C", "C", "H", "H", "H", "H", "H", "H", "H", "H", "H", "H", "H", "H", "H", "H", "H", "H", "H", "H"],
  "xyz": [[-0.02, -2.34, -2.17], [-0.80, 3.82, -0.92], [-1.83, 3.44, -1.66], [-1.70, 2.96, -3.06], [-0.38, 2.10, -3.22], [0.75, 2.75, -3.98], [1.03, 4.06, -3.83], [0.37, 5.06, -2.90], [0.29, 4.77, -1.37], [1.27, -3.73, -0.93], [-0.78, 3.60, 0.15], [-2.90, 3.56, -1.33], [-1.65, 3.78, -3.80], [-2.61, 2.38, -3.29], [0.02, 1.87, -2.20], [-0.75, 1.18, -3.72], [1.43, 2.02, -4.45], [1.85, 4.47, -4.49], [-0.64, 5.39, -3.23], [1.03, 5.95, -2.97], [1.27, 4.58, -0.90], [-0.02, 5.72, -0.90], [0.77, -3.63, 0.06], [2.26, -3.20, -0.85], [1.28, -4.82, -1.19], [1.62, -1.35, -6.19], [-2.21, -0.68, -6.28], [2.83, -0.08, -6.56], [2.36, -2.58, -7.28], [-2.17, 1.04, -7.12], [-3.70, -1.19, -7.05], [0.38, -0.73, -7.43], [-0.94, -1.52, -7.42], [4.00, 0.07, -5.81], [4.86, 0.94, -6.47], [4.21, 1.32, -7.69], [2.98, 0.68, -7.73], [2.53, -3.92, -6.90], [2.85, -4.66, -8.03], [2.90, -3.77, -9.14], [2.63, -2.49, -8.65], [-1.90, 2.16, -6.34], [-1.50, 3.24, -7.13], [-1.60, 2.80, -8.49], [-2.01, 1.46, -8.45], [-4.45, -0.59, -8.06], [-5.29, -1.54, -8.63], [-5.11, -2.76, -7.90], [-4.15, -2.52, -6.92], [0.79, -0.74, -8.45], [0.18, 0.32, -7.17], [-1.35, -1.59, -8.46], [-0.81, -2.55, -7.02], [4.10, -0.42, -4.84], [5.84, 1.25, -6.13], [4.59, 1.95, -8.48], [2.20, 0.73, -8.47], [2.39, -4.21, -5.87], [3.02, -5.73, -8.06], [3.10, -4.01, -10.17], [2.58, -1.54, -9.16], [-2.02, 2.11, -5.26], [-1.18, 4.22, -6.78], [-1.39, 3.38, -9.39], [-2.22, 0.78, -9.27], [-4.31, 0.46, -8.28], [-5.95, -1.39, -9.47], [-5.61, -3.70, -8.08], [-3.73, -3.16, -6.16], [-0.89, -0.35, 5.32], [-0.68, -0.02, 3.87], [0.03, 1.10, 3.44], [0.25, 1.34, 2.09], [0.92, 2.60, 1.67], [-0.18, 0.39, 1.15], [-1.02, -0.73, 1.49], [-1.23, -0.86, 2.91], [-1.48, -1.58, 0.53], [-2.52, -2.60, 0.90], [-1.92, -3.72, 1.74], [-3.76, -2.05, 1.66], [-3.03, -3.24, -0.39], [0.07, -0.40, 5.85], [-1.52, 0.39, 5.82], [-1.37, -1.34, 5.43], [0.39, 1.81, 4.19], [0.38, 3.46, 2.06], [1.95, 2.67, 2.05], [0.96, 2.69, 0.59], [0.12, 0.53, 0.10], [-1.81, -1.70, 3.29], [-1.63, -3.39, 2.73], [-2.65, -4.53, 1.85], [-1.02, -4.11, 1.24], [-4.08, -1.05, 1.30], [-4.61, -2.75, 1.53], [-3.60, -1.99, 2.75], [-3.31, -2.50, -1.14], [-2.27, -3.90, -0.83], [-3.92, -3.84, -0.17]],
  "lowdin_charge": [1.12, -0.14, -0.12, -0.22, -0.19, -0.12, -0.11, -0.19, -0.18, -0.41, 0.08, 0.12, 0.09, 0.11, 0.11, 0.07, 0.10, 0.11, 0.11, 0.11, 0.11, 0.12, -0.05, -0.01, 0.00, 1.08, 1.12, -0.27, -0.26, -0.23, -0.31, -0.43, -0.39, -0.15, -0.09, -0.08, -0.16, -0.16, -0.11, -0.09, -0.13, -0.17, -0.09, -0.09, -0.18, -0.13, -0.08, -0.10, -0.16, 0.06, 0.06, 0.09, 0.07, 0.10, 0.09, 0.09, 0.09, 0.09, 0.09, 0.09, 0.09, 0.05, 0.09, 0.09, 0.10, 0.09, 0.09, 0.09, 0.09, -0.06, -0.29, -0.06, -0.30, -0.08, -0.02, -0.30, -0.02, 0.00, -0.65, -0.06, -0.05, -0.11, 0.08, 0.08, 0.07, 0.11, 0.08, 0.08, 0.04, 0.08, 0.06, 0.06, 0.09, 0.06, 0.09, 0.07, 0.06, 0.07, 0.04, 0.08],
  "e_homo_ev": -5.9,
  "total_charge": 0,
  "max_force_ha_per_bohr": 0.06699
}